[1]
Below is an isolated ion of composition C4H6NO3 and charge -1, with properties calculated with ωB97M-V/def2-TZVPD.

Structure (ORCA input):
```
! wB97M-V def2-TZVPD RIJCOSX def2/J DEFGRID3
* xyz -1 1
C -0.85 0.32 0.12
C 0.42 0.77 0.88
C 0.53 -0.33 1.99
O -0.19 -0.39 2.93
N -0.67 -0.11 -1.31
C 0.44 -0.56 -2.07
O 0.25 -0.77 -3.29
O 1.49 -1.03 -1.64
H -1.39 -0.36 0.74
H -1.58 1.05 0.08
H 1.42 0.76 0.36
H 0.45 1.85 1.30
H 1.22 -1.05 1.67
H -1.53 -0.16 -1.77
*
```

Computed properties:
ΔE to the lowest compared entry with this formula, charge and spin = 2.714 eV
HOMO energy = -3.191 eV

***

[2]
Below is a 2-piece molecular cluster, C7H15O2PSi overall, with properties calculated with ωB97M-V/def2-TZVPD.

Structure (ORCA input):
```
! wB97M-V def2-TZVPD RIJCOSX def2/J DEFGRID3
* xyz 0 1
C 2.75 -1.51 -1.85
C 2.50 2.68 -0.05
C 2.19 -1.18 -0.70
C 1.82 1.60 0.19
C -3.02 0.73 -1.39
C -3.72 -0.06 1.35
C 2.53 -0.65 1.97
O 4.30 0.23 0.13
O -0.91 -0.70 0.23
Si -2.29 -0.06 0.17
P 2.88 0.09 0.35
H 2.26 -2.26 -2.57
H 3.74 -1.09 -2.04
H 2.12 3.74 -0.13
H 3.61 2.52 -0.22
H 1.19 -1.52 -0.37
H 0.75 1.60 0.40
H -3.76 0.24 -1.94
H -3.48 1.79 -1.20
H -2.18 0.89 -2.00
H -4.54 0.53 0.85
H -4.18 -1.09 1.67
H -3.48 0.30 2.33
H 3.25 -1.40 1.91
H 1.52 -0.94 1.86
H 2.67 0.13 2.75
*
```

Computed properties:
ΔE to the lowest compared entry with this formula, charge and spin = 2.215 eV
HOMO energy = -9.391 eV